Entry 1:
{
  "formula": "C3H8OS",
  "method": "ωB97M-V/def2-TZVPD",
  "molar_mass_g_mol": 92.16,
  "total_energy_ha": -592.37032,
  "charge": 0,
  "gap_ev": 9.117,
  "symbols": ["C", "O", "C", "S", "C", "H", "H", "H", "H", "H", "H", "H", "H"],
  "xyz": [[-2.62173, 0.26207, -0.17466], [-0.95153, 0.22202, -0.06146], [-0.36875, -0.66450, 0.61471], [1.29926, -0.63648, -0.25540], [1.57365, 1.18449, 0.07994], [-3.12736, 0.60124, 0.78808], [-2.69451, 1.07242, -1.11985], [-2.99244, -0.66910, -0.58305], [-0.84638, -1.59876, 0.07731], [-0.13602, -0.51437, 1.71516], [2.08068, 1.51813, 1.05064], [2.47497, 1.41664, -0.63882], [0.56611, 1.88886, 0.16858]],
  "forces_ev_per_angstrom": [[2.67, 2.82, -1.70], [-7.84, 6.71, -2.68], [2.72, -5.82, -0.05], [0.15, 1.27, 1.38], [0.94, 1.85, 0.60], [0.99, -0.45, -1.35], [0.07, -2.05, 3.04], [0.28, -0.46, 0.35], [1.26, -0.07, 2.71], [-0.90, -0.60, -0.94], [-0.63, -1.43, -0.69], [-2.41, 0.22, 0.73], [2.71, -2.00, -1.40]]
}



Entry 2:
{
  "formula": "C3H8OS",
  "method": "ωB97M-V/def2-TZVPD",
  "molar_mass_g_mol": 92.16,
  "total_energy_ha": -592.45974,
  "charge": 0,
  "gap_ev": 8.570,
  "symbols": ["O", "C", "C", "S", "H", "H", "H", "H", "C", "H", "H", "H", "H"],
  "xyz": [[-1.67084, 1.29503, 0.41782], [-1.16481, 0.55468, -0.65332], [-1.39745, -0.88983, -0.50774], [-1.69650, -1.54909, 0.90977], [-0.94727, 1.41402, 0.96767], [-1.51757, 0.92972, -1.60294], [-0.08906, 0.88359, -0.88179], [-1.46560, -1.44352, -1.47198], [1.99607, -0.21476, 0.53390], [0.91075, -0.47235, 0.37498], [2.10509, -0.13061, 1.66107], [2.26764, 0.70392, -0.04843], [2.66955, -1.08080, 0.30100]],
  "forces_ev_per_angstrom": [[-1.63, 0.08, -1.71], [1.57, 1.58, -1.01], [-0.19, -0.44, -1.07], [-0.07, -0.68, 0.31], [1.79, 0.53, 2.10], [-1.23, -0.04, -0.28], [-0.84, -1.10, 0.75], [0.26, 0.15, 0.75], [-0.26, -0.61, 1.00], [1.47, 0.06, 0.00], [-0.03, 0.53, -1.35], [-0.09, -0.86, 0.80], [-0.76, 0.81, -0.28]]
}



Entry 3:
{
  "formula": "C3H8OS2",
  "method": "ωB97M-V/def2-TZVPD",
  "molar_mass_g_mol": 124.23,
  "total_energy_ha": -990.69418,
  "charge": 0,
  "gap_ev": 9.588,
  "symbols": ["C", "C", "O", "H", "H", "H", "H", "C", "S", "S", "H", "H", "H", "H"],
  "xyz": [[2.64380, -0.38115, -2.00227], [2.40083, -1.44596, -0.97790], [1.89087, -2.50916, -1.20402], [2.14563, -0.64771, -2.92480], [2.40493, 0.61955, -1.63632], [3.72258, -0.38022, -2.19098], [2.75570, -1.20669, 0.04166], [-0.85932, 2.27438, 1.47999], [-1.32471, 0.52179, 1.59949], [-1.74047, 0.12557, -0.40251], [-1.62233, 2.79833, 0.91020], [-0.84849, 2.65033, 2.49806], [0.09142, 2.40322, 0.95981], [-0.61749, -0.56055, -0.66324]],
  "forces_ev_per_angstrom": [[0.41, -0.20, 0.03], [0.05, 0.24, 0.20], [-0.13, -0.09, -0.09], [-0.21, 0.18, -0.17], [-0.19, -0.13, -0.04], [0.02, 0.04, -0.01], [0.02, -0.01, 0.11], [-0.14, -0.25, -0.39], [-0.12, 0.14, -0.53], [0.12, -0.09, 0.52], [-0.08, 0.06, 0.10], [0.20, 0.13, 0.07], [0.02, -0.04, 0.31], [0.02, 0.02, -0.10]]
}



Entry 4:
{
  "formula": "C3H8OS2",
  "method": "ωB97M-V/def2-TZVPD",
  "molar_mass_g_mol": 124.23,
  "total_energy_ha": -990.65826,
  "charge": 0,
  "gap_ev": 9.895,
  "symbols": ["O", "C", "C", "S", "C", "S", "H", "H", "H", "H", "H", "H", "H", "H"],
  "xyz": [[0.83180, 0.11008, 2.56925], [-0.12794, 0.32264, 1.52505], [0.44672, 0.00078, 0.08859], [0.93560, -1.81190, -0.02385], [-0.49635, 0.35343, -1.02119], [0.14139, 0.52723, -2.72927], [1.48384, -0.46950, 2.08068], [-0.97557, -0.28824, 1.83834], [-0.23365, 1.34356, 1.44337], [1.48108, 0.46055, 0.14897], [-0.12084, -2.09115, -0.87725], [-1.00565, 1.28777, -0.60464], [-1.43675, -0.36484, -0.94987], [-0.92369, 0.61960, -3.48818]],
  "forces_ev_per_angstrom": [[1.37, -1.08, -1.99], [1.01, -2.09, -0.46], [1.84, -1.72, 1.52], [-1.11, 0.28, -0.88], [-3.78, 0.78, 1.01], [1.51, -0.20, 1.04], [-0.59, 0.65, 1.59], [-0.51, 0.44, -0.70], [-1.20, 2.41, 0.34], [-1.29, 0.19, -0.78], [0.91, -0.09, 0.79], [0.78, -0.55, -1.18], [2.10, 0.97, -0.41], [-1.05, 0.01, 0.12]]
}



Entry 5:
{
  "formula": "C3H8OS2",
  "method": "ωB97M-V/def2-TZVPD",
  "molar_mass_g_mol": 124.23,
  "total_energy_ha": -990.68188,
  "charge": 0,
  "gap_ev": 9.273,
  "symbols": ["O", "C", "C", "C", "S", "S", "H", "H", "H", "H", "H", "H", "H", "H"],
  "xyz": [[0.17360, -1.95633, -2.14597], [0.77927, -1.01943, -1.22002], [-0.25412, -0.29114, -0.37971], [0.35759, 0.91638, 0.30330], [-0.93771, 2.18826, 0.89048], [-1.07677, 2.27778, 2.96357], [-0.20768, -2.56991, -1.50600], [1.31499, -0.26114, -1.82644], [1.48401, -1.59168, -0.63597], [-0.79875, -0.97810, 0.25169], [-1.10864, 0.11789, -0.92385], [0.95199, 1.60979, -0.27844], [0.89928, 0.58612, 1.18875], [-1.57704, 0.97151, 3.31862]],
  "forces_ev_per_angstrom": [[0.13, 0.46, 1.12], [-0.44, 0.54, -1.63], [-0.60, 0.90, -0.60], [-0.82, 0.55, 2.12], [-0.05, -0.83, 0.10], [-0.09, -1.96, 0.02], [-0.28, -0.44, -0.64], [-0.11, -0.60, 0.24], [0.41, 0.19, 0.52], [0.34, -0.19, 0.98], [0.35, -0.22, -1.01], [0.38, -0.59, -0.55], [0.30, 0.41, 0.02], [0.47, 1.78, -0.69]]
}



Entry 6:
{
  "formula": "C3H8OSi",
  "method": "ωB97M-V/def2-TZVPD",
  "molar_mass_g_mol": 88.18,
  "total_energy_ha": -483.74930,
  "charge": 0,
  "gap_ev": 10.332,
  "symbols": ["C", "Si", "H", "H", "H", "H", "H", "H", "C", "C", "O", "H", "H"],
  "xyz": [[-0.78303, 0.59411, 1.32143], [-2.13505, 0.20355, -0.07584], [-1.32153, 1.19395, 2.00425], [-0.48998, -0.24026, 1.94637], [0.11261, 1.06440, 0.98756], [-1.21954, 0.02163, -1.36403], [-2.55182, -1.23616, 0.10407], [-3.10683, 1.25483, -0.23066], [2.41554, -1.03169, -1.25485], [2.29687, 0.01741, -0.50098], [2.37571, 1.04256, 0.06806], [2.38325, -0.94230, -2.29325], [2.02381, -1.94202, -0.71211]],
  "forces_ev_per_angstrom": [[-1.65, -1.01, -0.82], [3.84, -1.65, -0.37], [-0.31, 1.23, 0.88], [-0.04, -0.63, -0.28], [0.36, 0.59, -0.42], [-1.15, 0.48, 0.93], [-0.51, 0.73, 0.11], [-0.59, 0.28, 0.00], [-1.37, -2.22, 2.42], [1.06, 3.00, 0.28], [-0.45, -1.63, -0.33], [0.09, 0.06, -1.39], [0.73, 0.78, -1.01]]
}



Entry 7:
{
  "formula": "C3H8OSi",
  "method": "ωB97M-V/def2-TZVPD",
  "molar_mass_g_mol": 88.18,
  "total_energy_ha": -483.77940,
  "charge": 0,
  "gap_ev": 9.799,
  "symbols": ["C", "Si", "C", "C", "O", "H", "H", "H", "H", "H", "H", "H", "H"],
  "xyz": [[-1.35112, 1.37656, -0.28270], [-1.10335, -0.50023, 0.05954], [0.70711, -1.11122, 0.27215], [1.99320, -0.22383, 0.13710], [0.77468, -2.32114, 0.44613], [-1.42025, 1.81080, 0.67571], [-2.44102, 1.41595, -0.65439], [-0.61802, 1.78201, -1.06635], [-1.73821, -0.91409, 1.33505], [-1.59660, -0.88911, -1.26853], [1.70576, 0.72251, 0.54360], [2.28520, -0.26025, -0.83830], [2.80263, -0.88796, 0.64098]],
  "forces_ev_per_angstrom": [[-0.96, -1.37, -1.48], [0.28, 1.56, -0.58], [0.68, -0.50, -0.55], [-0.95, -3.60, 3.39], [0.17, 0.86, 0.03], [0.59, 1.41, 0.88], [1.68, 0.07, 0.12], [-1.18, -0.31, 1.46], [-0.26, -0.11, -0.39], [-0.11, -1.10, 0.12], [0.73, 0.77, 0.18], [0.51, 0.59, -2.97], [-1.18, 1.72, -0.21]]
}



Entry 8:
{
  "formula": "C3H8OSi",
  "method": "ωB97M-V/def2-TZVPD",
  "molar_mass_g_mol": 88.18,
  "total_energy_ha": -483.68611,
  "charge": 0,
  "gap_ev": [7.726, 7.739],
  "symbols": ["C", "C", "C", "O", "Si", "H", "H", "H", "H", "H", "H", "H", "H"],
  "xyz": [[-1.51948, 0.98167, 0.76644], [-0.61759, -2.12751, -0.20622], [2.25114, 1.14974, -0.33997], [-1.57704, 0.66816, -0.64450], [-0.29535, -0.23408, -0.01824], [-1.12783, 2.01714, 0.82744], [-2.44412, 0.97327, 1.38322], [-0.64078, -2.37099, 0.95674], [-1.59671, -2.26556, -0.75041], [0.21268, -2.53037, -0.64178], [2.96242, 0.28496, -0.62380], [1.87158, 1.67550, -1.13606], [2.52107, 1.77808, 0.42713]],
  "forces_ev_per_angstrom": [[0.97, 0.98, 0.41], [-2.27, 2.30, 3.31], [-0.68, -5.01, -0.79], [-0.01, -0.66, -0.81], [0.10, 1.85, 0.36], [0.12, -0.55, 0.42], [0.45, -0.83, -0.73], [-0.23, -0.10, -2.53], [1.18, 0.00, 0.79], [1.95, -1.52, -1.21], [-1.24, 1.69, 0.63], [-0.76, 0.98, -2.02], [0.43, 0.86, 2.16]]
}



Entry 9:
{
  "formula": "C3H8OSi2",
  "method": "ωB97M-V/def2-TZVPD",
  "molar_mass_g_mol": 116.27,
  "spin_multiplicity": 3,
  "total_energy_ha": -773.06051,
  "charge": 0,
  "gap_ev": [7.597, 7.671],
  "s2": 2.017,
  "symbols": ["C", "C", "C", "O", "Si", "Si", "H", "H", "H", "H", "H", "H", "H", "H"],
  "xyz": [[0.00490, 0.83480, 0.32392], [-0.15076, 0.11465, -0.81591], [0.85245, -0.42949, 0.26068], [-0.29714, 1.78973, 1.01373], [-3.08100, 0.01315, 0.00181], [2.64447, -0.43303, -0.00861], [0.28305, 0.40267, -1.79370], [0.45475, -1.11326, 1.02133], [-3.41737, -1.34598, 0.11894], [-3.28041, 0.76871, -1.16438], [-3.34455, 0.90069, 1.25324], [3.50608, 0.09723, 1.15294], [2.86345, 0.29718, -1.17941], [2.96208, -1.89705, -0.18457]],
  "forces_ev_per_angstrom": [[-1.35, 2.91, 1.99], [2.32, -1.02, -1.26], [-1.63, 0.32, 0.08], [0.78, -1.60, -0.83], [0.35, 1.68, 2.70], [1.36, -1.59, 1.70], [-0.69, -0.24, 0.51], [-0.09, 0.10, -0.19], [-0.64, -1.33, -0.10], [-0.35, 0.47, -1.40], [0.02, -0.90, -0.99], [-0.71, -0.26, -0.73], [0.44, 0.93, -1.44], [0.17, 0.53, -0.04]]
}



Entry 10:
{
  "formula": "C3H8S",
  "method": "ωB97M-V/def2-TZVPD",
  "molar_mass_g_mol": 76.16,
  "total_energy_ha": -517.22195,
  "charge": 0,
  "gap_ev": 10.595,
  "symbols": ["C", "C", "C", "H", "H", "H", "H", "H", "H", "S", "H", "H"],
  "xyz": [[-1.34786, -0.98371, 1.79190], [-1.06070, 0.24159, 2.16070], [0.20723, 1.00257, 2.35234], [-2.22251, -1.60899, 1.92894], [-0.55069, -1.68628, 1.48400], [-1.93195, 0.89590, 2.33611], [1.00577, 0.47761, 1.81989], [0.04965, 2.02524, 2.03281], [0.48627, 0.95920, 3.40666], [2.49315, -0.58737, -6.35939], [1.53877, 0.41554, -6.36633], [1.33289, -1.15131, -6.58763]],
  "forces_ev_per_angstrom": [[1.82, -2.41, -0.13], [-2.03, 1.62, 0.32], [0.27, -1.36, -0.45], [-0.75, 1.08, -0.26], [0.09, 0.59, 0.21], [0.16, -0.43, 0.43], [0.17, 0.47, -0.12], [0.40, 0.15, -0.05], [-0.12, 0.28, 0.05], [-1.00, 1.36, 0.03], [1.40, 0.23, 0.22], [-0.40, -1.59, -0.25]]
}



Entry 11:
{
  "formula": "C3H8S2",
  "method": "ωB97M-V/def2-TZVPD",
  "molar_mass_g_mol": 108.23,
  "total_energy_ha": -915.41822,
  "charge": 0,
  "gap_ev": 9.890,
  "symbols": ["C", "C", "C", "H", "H", "H", "H", "H", "H", "S", "S", "H", "H"],
  "xyz": [[-3.49241, 0.78093, -3.44249], [-2.67043, 0.06487, -2.67361], [-1.45614, -0.67143, -3.13200], [-4.42230, 1.06837, -2.96022], [-3.43063, 0.86194, -4.51840], [-2.75568, 0.19005, -1.59915], [-1.73985, -1.17890, -4.05037], [-0.56262, -0.04232, -3.16481], [-1.14726, -1.40525, -2.37906], [2.28899, 0.04066, 1.35465], [1.28987, -0.06380, 3.06364], [2.00006, -1.08020, 0.57452], [0.04034, 0.37150, 2.84582]],
  "forces_ev_per_angstrom": [[-0.59, -1.12, 0.73], [0.60, 1.25, -0.04], [0.03, -0.29, 0.65], [0.19, 0.75, -0.22], [0.09, -0.15, -0.08], [-0.47, -0.40, 0.08], [0.73, 0.02, -0.25], [-0.19, 0.18, -0.67], [-0.39, -0.24, -0.20], [0.44, -0.01, -1.91], [-0.31, -0.78, 1.43], [-0.12, 0.59, 1.04], [-0.02, 0.20, -0.56]]
}



Entry 12:
{
  "formula": "C3H8S2",
  "method": "ωB97M-V/def2-TZVPD",
  "molar_mass_g_mol": 108.23,
  "total_energy_ha": -915.44005,
  "charge": 0,
  "gap_ev": 9.563,
  "symbols": ["C", "S", "C", "S", "C", "H", "H", "H", "H", "H", "H", "H", "H"],
  "xyz": [[2.08012, 1.04495, -0.85812], [0.80471, -0.19642, -1.22418], [-0.37783, 0.55304, -0.06712], [-2.06195, 0.02075, 0.13858], [-1.83780, -1.63572, 0.81839], [2.12281, 1.02100, 0.15636], [3.08425, 0.87435, -1.20739], [1.70501, 2.03018, -1.25080], [-0.43740, 1.58166, -0.35913], [0.19732, 0.62573, 0.91055], [-2.70103, -2.21203, 1.03163], [-1.29545, -2.22411, 0.10027], [-1.28274, -1.48340, 1.81095]],
  "forces_ev_per_angstrom": [[-1.22, 0.95, -2.67], [0.03, -0.58, -0.60], [1.39, 0.23, 1.63], [-0.49, -0.23, -0.41], [1.96, 0.86, 1.50], [0.29, 0.50, 3.09], [0.06, -0.51, -0.60], [0.57, -0.81, 0.55], [-0.43, 0.71, -0.33], [-0.95, -0.41, -0.72], [-1.33, 0.15, 0.10], [0.65, -0.23, -0.04], [-0.52, -0.63, -1.49]]
}